(w)
Here is a structure of composition C5H8OS from OMol25. Energies are from wB97M-V/def2-TZVPD.

Results
Orbital gap: 8.8311 eV
Net charge: 0
LUMO: -0.21 eV
Multiplicity: 1

Cartesian coordinates (Å):
C 0.9438 -0.0439 0.1763
C 0.0189 1.2756 -0.1565
C -1.4242 0.8876 0.2749
C -1.1869 -0.5766 -0.3770
C -0.0650 -1.2923 0.4858
H 2.7338 -0.0134 -0.4312
H 1.5214 0.3006 1.0811
H 0.3143 1.4077 -1.2616
H 0.6107 2.2619 0.2013
H -1.3095 0.7015 1.3098
H -0.6407 -0.5979 -1.4404
H -0.4961 -1.4292 1.4153
H 0.3739 -2.2671 0.1722
O 1.6289 -0.4071 -1.0105
S -3.0234 -0.2076 -0.4397

***

(x)
Here is a cluster of 2 separate species, C5H8OS in total from OMol25. Energies are from wB97M-V/def2-TZVPD.

Results
Orbital gap (alpha / beta): 8.9524 / 8.9519 eV
Net charge: 0
SMILES: CC(O)=S.C#CC
LUMO (alpha / beta): 0.00 / -0.01 eV
Multiplicity: 1

Cartesian coordinates (Å):
C 0.6726 -0.2547 1.9506
C 0.2020 0.5136 1.0654
C 0.7821 -1.1636 3.0155
C -1.2003 -0.0380 -1.8848
C 0.0143 0.7869 -1.8927
O -0.2115 2.1060 -2.0852
S 1.4870 0.2349 -1.5669
H 1.8369 -1.1194 3.2920
H 0.2045 -1.0270 3.8907
H 0.6221 -2.2411 2.5175
H -1.2151 -0.8822 -1.1243
H -2.2113 0.4390 -1.7760
H -1.4646 -0.3599 -2.9404
H 0.5942 2.5478 -2.4031
H -0.1129 0.4579 -0.0584

***

Which one sits at the bottom of the stability order? (w) does.

***

(w)
Here is a structure of composition C4H6ErO2 from OMol25. Energies are from wB97M-V/def2-TZVPD.

Results
Orbital gap (alpha / beta): 7.4041 / 5.5398 eV
Net charge: +3
⟨S²⟩: 3.77
LUMO (alpha / beta): -14.53 / -15.10 eV
Multiplicity: 4

Cartesian coordinates (Å):
C 0.2816 0.1879 -0.8493
O 0.0966 -0.2541 -2.0529
H 0.8350 1.1360 -0.8833
H -0.1771 -1.1809 -2.1518
C 1.3469 0.0595 1.1557
C 0.1978 -0.7024 1.1461
C -0.7758 -0.0741 0.1673
O -1.6079 0.9421 0.2656
Er -2.9777 2.0300 -1.2340
H 1.7873 0.2978 2.1269
H 2.0762 0.4772 0.4620
H 0.2391 -1.7845 1.2918
H -1.3219 -1.1345 0.5561

***

(x)
Here is a structure of composition C4H6ErO2 from OMol25. Energies are from wB97M-V/def2-TZVPD.

Results
Orbital gap (alpha / beta): 9.6607 / 5.5809 eV
Net charge: +3
⟨S²⟩: 3.76
LUMO (alpha / beta): -12.96 / -14.91 eV
Multiplicity: 4

Cartesian coordinates (Å):
C 0.7645 0.4808 0.4170
C 0.4648 -0.4700 -0.7093
H 1.1171 -0.2648 -1.5675
H 0.3260 -1.5347 -0.3362
O 0.8885 0.8498 2.7775
C 0.5941 0.1174 1.7008
H 1.1618 1.4683 0.1721
H 1.8366 1.0206 2.8445
H 0.1794 -0.8565 1.9731
C -0.9493 -0.2358 -1.0558
O -1.3827 -0.3325 -2.2176
Er -3.3376 -0.1771 -3.7669
H -1.6633 -0.0654 -0.2317

***

Which one sits at the bottom of the stability order? (w) does.